# 1
A cluster of 8 separate species, C26H52N2O9 in total. Source: OMol25; level of theory: wB97M-V/def2-TZVPD.

The geometry in XYZ format:
```
89
C26H52N2O9 wB97M-V/def2-TZVPD
O -5.65251 0.90984 0.85766
O 4.84358 2.56024 -3.28193
O -5.77263 0.49813 -1.40404
O -2.07933 -4.25622 2.98377
O 3.71134 0.04190 -5.50530
O -4.88430 -4.94713 7.05656
O -5.87095 -5.09463 1.59445
O -1.70996 3.93330 1.74199
O 10.07190 2.56047 -2.06339
N -2.48795 0.89846 0.11422
N -1.26749 0.39021 0.21358
C 6.08120 2.19047 -2.68595
C -0.16315 1.42718 0.39192
C 1.71980 0.74661 -1.52261
C 11.35958 4.11412 -0.74418
C 0.47614 1.59623 -1.09507
C -3.44455 5.60280 1.59752
C -3.38511 -1.59495 -0.17560
C -7.58172 -3.40004 1.45514
C -3.44479 -3.87239 2.83475
C -0.25279 2.61278 -2.03731
C -5.26417 -3.71465 7.65750
C -2.62777 4.56551 0.85410
C 7.22273 2.43253 -3.65321
C 4.29266 -1.55690 -7.21457
C 3.17350 -0.87102 -6.45686
C -5.08450 0.50388 -0.20945
C -1.89575 -2.09448 -0.01788
C -3.98536 -3.35214 4.15149
C -4.31113 -3.37062 8.78488
C -3.54977 -0.01836 -0.08043
C 1.56107 1.87828 -3.91897
C 2.30840 0.88208 -2.97834
C -0.80909 -0.96477 0.19472
C 0.33185 2.74109 -3.49488
C 10.04335 3.84160 -1.44469
C -6.78361 -4.45146 0.71021
H -0.21874 3.46957 -4.19036
H -8.14430 -3.85238 2.27746
H 2.57106 -1.60493 -5.91754
H 4.94970 -2.09383 -6.52534
H 0.65438 0.96654 1.04059
H -2.79142 6.35716 2.04458
H -4.00449 5.14036 2.41550
H 12.18855 4.07120 -1.45541
H -1.61216 -3.20265 -0.07069
H -5.03057 -3.04874 4.05140
H -6.38898 -5.50555 2.30014
H -3.28658 -3.29476 8.41116
H -6.20658 -3.99290 -0.09615
H -4.01603 -4.73519 2.49227
H -1.15386 3.20263 -1.65880
H -6.91573 -2.65398 1.89696
H 6.03085 1.13518 -2.39729
H -0.56393 2.41154 0.81198
H -5.24108 -2.94051 6.88749
H -3.27490 3.80050 0.41398
H 9.86216 4.58776 -2.22129
H 3.21070 0.26670 -3.34225
H -3.39986 -2.49441 4.49509
H -3.49749 -3.09763 2.06699
H -2.04313 -4.94745 3.65808
H -2.22607 3.51320 2.44401
H 2.22139 0.01351 -0.78745
H 4.23606 0.69353 -5.99089
H 9.20982 3.87148 -0.73562
H -4.58677 -2.42291 9.25371
H 11.35273 5.09815 -0.26928
H 1.96810 1.95375 -4.99624
H 2.51840 -0.32158 -7.13984
H -3.91400 -4.11853 4.92879
H 7.08310 1.85064 -4.56983
H 11.55538 3.35606 0.01999
H -6.29085 -3.80444 8.02615
H 0.31015 -1.20753 0.29977
H -4.25623 -2.30554 -0.35050
H 6.21274 2.78936 -1.78199
H 10.22382 1.90480 -1.36931
H -8.28213 -2.89486 0.78619
H -7.44387 -5.20807 0.27498
H -4.91551 -5.62740 7.74258
H 3.89311 -2.26468 -7.94459
H -2.05317 5.03453 0.05180
H -4.31507 -4.15485 9.54779
H -4.14896 6.09913 0.92613
H 8.18002 2.15708 -3.20400
H 7.26031 3.48514 -3.94679
H 4.91178 -0.82276 -7.73870
H 4.72945 2.02060 -4.07523
```

Computed properties:
highest occupied orbital energy	-7.61	eV
LUMO level	-1.37	eV
F_max	6.68	eV/Å

=====

# 2
A structure of composition C25H45F3LaO3P2S. Source: OMol25; level of theory: wB97M-V/def2-TZVPD.

The geometry in XYZ format:
```
80
C25H45F3LaO3P2S wB97M-V/def2-TZVPD
La 0.23872 -0.00841 -0.24357
S 1.32162 -0.89279 3.74913
P 1.05996 -2.59453 -0.24398
P 1.88365 1.96795 0.66555
F 0.75650 -2.35836 5.93098
F 1.51180 -3.61643 4.31326
F -0.56544 -2.92826 4.28666
O 0.97128 -0.70470 2.25335
O 0.67928 0.12797 4.49661
O 2.77361 -1.01516 3.93066
C -1.77873 3.06451 0.00550
C -1.74908 0.84329 1.39310
C -2.18123 -1.61744 2.11160
C 2.19414 -0.24772 -4.54990
C 1.44081 -3.28632 1.35188
C 2.02652 3.38137 -0.41011
C 1.58983 0.44070 -3.37284
C -0.20473 -3.78096 -0.68654
C 0.69508 -2.60652 4.61622
C -0.90549 0.43222 -5.48221
C -2.38760 -0.63783 -0.26808
C -0.02833 1.57545 -4.87281
C -2.01612 -0.52568 1.11574
C -2.94910 1.15272 -2.08775
C -1.84007 1.57735 0.17057
C 1.33404 -1.37110 -5.22572
C -1.02866 -0.84833 -4.69071
C 2.68679 -2.72398 -0.99197
C -3.12683 -1.81276 -0.81855
C 1.44043 2.68199 2.25269
C 0.56765 1.31286 -3.52460
C 3.52507 1.27083 0.87396
C 0.00436 -1.69270 -4.59203
C -2.27739 0.66449 -0.86467
C -1.70964 1.43241 2.74334
H 1.93931 -2.28303 -5.23439
H 2.01648 0.16492 -2.38924
H 2.29719 -2.79923 1.83470
H 4.13314 2.09455 1.30369
H 2.63730 -2.80611 -2.09266
H -2.66456 1.29325 3.25572
H 0.58519 -3.21559 2.03621
H -0.93191 -3.39041 -1.41931
H 1.66386 -4.34988 1.15384
H -1.62909 -1.39087 3.01958
H -2.78356 3.49305 0.11333
H -3.23707 -1.75914 2.36802
H -3.12280 0.35102 -2.79986
H 0.35414 -4.64332 -1.10523
H -0.04105 -2.63287 -4.03388
H -0.65390 2.47273 -4.81862
H -1.12638 3.52719 0.74843
H -1.80895 -2.56979 1.71881
H -1.40150 3.34223 -0.98796
H 3.13662 -0.70883 -4.24257
H -1.47186 2.49113 2.69070
H 2.68091 4.09015 0.14093
H 1.18860 -1.08472 -6.27372
H -1.91027 0.83701 -5.64513
H 3.16946 -3.61300 -0.52654
H -2.35822 1.90925 -2.59349
H 3.30421 -1.83059 -0.74781
H -0.76290 -4.07701 0.23383
H -1.99357 -1.01215 -4.20399
H 2.31668 3.30852 2.51617
H 1.03352 3.83192 -0.59714
H 0.74699 1.81330 -5.61555
H 3.94912 0.94397 -0.09605
H 2.46074 3.09710 -1.38383
H -3.89242 1.60414 -1.79846
H -2.95307 -1.93720 -1.88773
H 1.25655 1.93086 3.04328
H -4.19743 -1.67446 -0.64520
H 2.47171 0.46355 -5.34119
H 0.09052 1.84522 -2.68156
H -0.94829 0.94279 3.34597
H 3.51865 0.40364 1.56374
H -0.49034 0.20169 -6.47054
H 0.52700 3.29776 2.16371
H -2.82914 -2.72967 -0.31480
```

Computed properties:
net charge	+1
highest occupied orbital energy	-10.84	eV
LUMO level	-3.15	eV
F_max	2.86	eV/Å